Molecular formula: C18H22N4O3S
Method: DFT, ωB97M-V with the def2-TZVPD basis set

## Properties
Gap between HOMO and LUMO: 8.13 eV
Net charge: 0
LUMO energy: 0.02 eV
E_tot: -41959.152 eV
SMILES string: COc1cc(-c2nn3c(C4CCCCC4)nnc3s2)cc(OC)c1OC
Energy above the lowest of the compared OMol25 structures with the same formula, charge and spin: 90.02 kcal per mole
HOMO energy: -8.10 eV

Last columns: bonded neighbours and bond lengths (Å).
Element x y z (Å)
1 C 2.855 4.838 2.967  O2 1.408, H27 1.095, H28 1.095, H29 1.089
2 O 2.975 4.743 1.567  C1 1.408, C3 1.357
3 C 2.384 3.695 0.939  O2 1.357, C4 1.381, C24 1.416
4 C 1.673 2.696 1.575  C3 1.381, C5 1.394, H30 1.078
5 C 1.110 1.663 0.827  C4 1.394, C6 1.439, C20 1.393
6 C 0.374 0.606 1.468  C5 1.439, N7 1.287, S19 1.789
7 N -0.170 -0.379 0.843  C6 1.287, N8 1.334
8 N -0.779 -1.202 1.697  N7 1.334, C9 1.363, C18 1.379
9 C -1.490 -2.364 1.651  N8 1.363, C10 1.484, N16 1.307
10 C -1.840 -3.077 0.397  C9 1.484, C11 1.536, C15 1.529, H31 1.097
11 C -3.193 -2.565 -0.121  C10 1.536, C12 1.525, H32 1.093, H33 1.092
12 C -3.590 -3.302 -1.395  C11 1.525, C13 1.525, H34 1.092, H35 1.093
13 C -3.657 -4.804 -1.143  C12 1.525, C14 1.525, H36 1.092, H37 1.092
14 C -2.313 -5.317 -0.635  C13 1.525, C15 1.525, H38 1.091, H39 1.093
15 C -1.907 -4.586 0.640  C10 1.529, C14 1.525, H40 1.092, H41 1.090
16 N -1.828 -2.688 2.872  C9 1.307, N17 1.345
17 N -1.360 -1.776 3.744  N16 1.345, C18 1.300
18 C -0.730 -0.884 3.038  N8 1.379, N17 1.300, S19 1.722
19 S 0.156 0.578 3.244  C6 1.789, C18 1.722
20 C 1.261 1.646 -0.558  C5 1.393, C21 1.387, H42 1.076
21 C 1.968 2.642 -1.213  C20 1.387, O22 1.370, C24 1.407
22 O 2.127 2.662 -2.574  C21 1.370, C23 1.407
23 C 1.556 1.625 -3.335  O22 1.407, H43 1.094, H44 1.089, H45 1.094
24 C 2.549 3.684 -0.467  C3 1.416, C21 1.407, O25 1.353
25 O 3.271 4.732 -0.927  C24 1.353, C26 1.410
26 C 3.640 4.849 -2.283  O25 1.410, H46 1.090, H47 1.092, H48 1.092
27 H 1.809 4.930 3.276  C1 1.095
28 H 3.309 3.979 3.470  C1 1.095
29 H 3.393 5.743 3.243  C1 1.089
30 H 1.547 2.698 2.645  C4 1.078
31 H -1.069 -2.852 -0.349  C10 1.097
32 H -3.131 -1.491 -0.312  C11 1.093
33 H -3.946 -2.730 0.652  C11 1.092
34 H -4.559 -2.937 -1.741  C12 1.092
35 H -2.856 -3.097 -2.178  C12 1.093
36 H -3.932 -5.324 -2.063  C13 1.092
37 H -4.428 -5.012 -0.397  C13 1.092
38 H -2.373 -6.389 -0.439  C14 1.091
39 H -1.552 -5.159 -1.404  C14 1.093
40 H -0.936 -4.944 0.987  C15 1.092
41 H -2.632 -4.775 1.432  C15 1.090
42 H 0.808 0.834 -1.100  C20 1.076
43 H 0.467 1.599 -3.229  C23 1.094
44 H 1.812 1.853 -4.368  C23 1.089
45 H 1.973 0.650 -3.065  C23 1.094
46 H 4.257 5.746 -2.327  C26 1.090
47 H 4.223 3.989 -2.619  C26 1.092
48 H 2.771 4.972 -2.931  C26 1.092